# C63H147N21O21

A 21-piece molecular cluster, C63H147N21O21 overall at a distorted geometry (ωB97M-V with the def2-TZVPD basis set, the Open Molecules 2025 dataset).

As for the HOMO energy: -8.805 eV. Its net charge is 0. The HOMO-LUMO gap is 8.69 eV. The LUMO energy is -0.112 eV. The energy relative to the best compared isomer or geometry (same formula, charge and spin) is 21.1521 eV.

Positions of all 252 atoms, in Å:
C  -3.8113  -0.3277  -0.8978
O  -4.3915  0.7954  -0.7249
N  -4.3923  -1.5223  -0.9510
C  -3.6280  -2.7234  -1.2962
C  -5.8335  -1.7801  -0.7741
H  -2.8171  -0.4572  -1.3529
H  -2.7073  -2.8533  -0.7275
H  -3.7352  -3.2997  -2.2152
H  -4.0783  -3.4759  -0.6489
H  -6.4648  -0.8935  -0.7158
H  -6.2640  -2.5006  -1.4696
H  -5.9818  -2.4217  0.0945
C  2.6131  3.0790  1.1955
O  2.7202  4.0596  0.3991
N  1.5413  2.8732  2.0055
C  1.6452  1.9180  3.0592
C  0.2622  3.6549  1.9902
H  3.1836  2.1468  1.3286
H  0.7328  1.3299  3.1575
H  1.9102  2.3848  4.0079
H  2.4480  1.2127  2.8446
H  -0.5599  2.9800  2.2283
H  0.3090  4.2682  2.8901
H  0.0050  4.1568  1.0574
C  -4.6482  -1.8982  5.3301
O  -4.4125  -0.7992  5.8471
N  -4.3260  -3.0998  5.8337
C  -4.7616  -4.3409  5.1958
C  -3.6562  -3.3548  7.1077
H  -5.1831  -1.7816  4.3748
H  -5.1643  -5.0923  5.8750
H  -3.8042  -4.8213  4.9942
H  -5.2236  -4.2165  4.2164
H  -2.8911  -4.1104  6.9290
H  -3.1774  -2.4153  7.3837
H  -4.2468  -3.6204  7.9845
C  6.6933  -2.4507  -0.7715
O  5.5523  -2.4584  -0.2377
N  7.7440  -2.9394  -0.0745
C  9.0597  -2.8604  -0.6205
C  7.5553  -3.7546  1.0930
H  6.8627  -1.9687  -1.7468
H  9.0080  -2.2936  -1.5501
H  9.3776  -3.8857  -0.8097
H  9.7962  -2.4483  0.0693
H  8.4816  -4.2483  1.3865
H  7.2167  -3.2025  1.9698
H  6.7674  -4.4843  0.9062
C  -8.6072  0.9216  -2.1273
O  -9.0107  -0.2164  -2.0337
N  -7.6236  1.3405  -2.8872
C  -6.7213  0.4865  -3.6449
C  -7.1307  2.7148  -3.1571
H  -9.0331  1.7929  -1.6060
H  -6.7930  -0.5911  -3.4971
H  -5.7914  0.5295  -3.0778
H  -6.4702  0.7948  -4.6598
H  -6.9985  2.9831  -4.2053
H  -7.9360  3.3901  -2.8682
H  -6.1512  2.8789  -2.7080
C  -1.6069  6.7971  -3.2486
O  -2.2894  6.5991  -4.2209
N  -1.6857  6.0049  -2.1633
C  -0.6913  6.1489  -1.0695
C  -2.8249  5.1909  -1.9008
H  -0.6998  7.4211  -3.2491
H  -0.4631  7.1860  -0.8233
H  0.1614  5.7579  -1.6247
H  -1.0370  5.5797  -0.2066
H  -2.4019  4.2742  -1.4898
H  -3.5150  5.6902  -1.2207
H  -3.4032  4.8739  -2.7686
C  1.1540  4.7040  -4.9922
O  2.0092  5.4738  -5.4887
N  1.2615  3.7902  -3.9487
C  0.1209  3.0559  -3.4602
C  2.5227  3.8278  -3.2317
H  0.1347  4.6096  -5.3975
H  -0.5693  2.7310  -4.2389
H  -0.3528  3.6736  -2.6972
H  0.2555  2.0863  -2.9808
H  2.2950  4.4084  -2.3377
H  2.6399  2.8153  -2.8456
H  3.3267  4.2943  -3.8009
C  -7.0571  -1.5692  3.0783
O  -6.4306  -2.4699  2.4833
N  -6.6388  -0.2468  3.0056
C  -7.2979  0.7413  3.7093
C  -5.6009  0.1984  2.0892
H  -8.0117  -1.6689  3.6179
H  -7.6852  1.3874  2.9215
H  -6.6366  1.2849  4.3841
H  -8.1344  0.3924  4.3148
H  -4.8605  0.8400  2.5670
H  -5.0987  -0.6690  1.6609
H  -6.0567  0.7866  1.2927
C  2.6126  -7.0180  4.1525
O  3.5016  -7.5608  3.5879
N  1.6990  -6.1680  3.6546
C  1.6788  -5.6718  2.2695
C  0.7244  -5.5207  4.5442
H  2.3145  -7.2135  5.1942
H  0.8800  -4.9802  2.0020
H  1.5856  -6.5740  1.6648
H  2.5858  -5.1275  2.0066
H  1.1094  -4.5610  4.8889
H  -0.2446  -5.2586  4.1194
H  0.4316  -6.1736  5.3664
C  -0.5060  -0.8474  -4.1003
O  -0.9447  0.1399  -3.4626
N  0.1935  -0.8762  -5.2718
C  0.9047  -2.0674  -5.7334
C  0.5014  0.3209  -6.1939
H  -0.6176  -1.8643  -3.6931
H  0.6418  -2.8651  -5.0387
H  1.9401  -1.8238  -5.9715
H  0.5632  -2.4409  -6.6988
H  1.5497  0.2205  -6.4750
H  -0.1340  0.1345  -7.0598
H  0.1447  1.2175  -5.6869
C  -1.1073  0.0127  1.3974
O  -0.8217  -1.0792  1.8408
N  -0.6176  0.5119  0.2832
C  -1.2032  1.6427  -0.4542
C  0.5649  -0.2338  -0.3160
H  -1.9405  0.6127  1.7950
H  -0.6680  2.5922  -0.4622
H  -2.1287  1.9497  0.0330
H  -1.5176  1.5037  -1.4885
H  1.4787  0.3443  -0.1785
H  0.8020  -1.2485  0.0040
H  0.2803  -0.3412  -1.3627
C  4.1986  -0.1898  -4.8036
O  3.4020  0.4804  -4.0935
N  4.4228  -1.5200  -4.6040
C  5.1139  -2.4751  -5.5195
C  3.8067  -2.1004  -3.3869
H  4.8158  0.2357  -5.6099
H  5.4678  -1.9506  -6.4071
H  4.4290  -3.2187  -5.9270
H  6.0010  -2.9061  -5.0553
H  4.0088  -1.4830  -2.5116
H  2.7534  -1.8989  -3.1917
H  4.2296  -3.0830  -3.1777
C  -2.7385  4.9643  4.4400
O  -3.7858  5.3199  4.0044
N  -2.5831  3.7096  4.9817
C  -1.3304  3.2777  5.6219
C  -3.7236  2.8292  5.1128
H  -1.7874  5.5183  4.4694
H  -1.3003  2.1905  5.5495
H  -1.2285  3.5629  6.6690
H  -0.6113  3.6948  4.9169
H  -4.2580  2.6896  4.1731
H  -3.5417  1.8100  5.4539
H  -4.5546  3.2130  5.7046
C  7.3378  3.3571  -2.9453
O  8.3711  2.8820  -3.3894
N  6.8224  2.9255  -1.7619
C  5.4593  3.2808  -1.4176
C  7.5438  2.0326  -0.8515
H  6.6332  4.0039  -3.4906
H  5.5288  4.1528  -0.7673
H  4.9882  2.4451  -0.9002
H  4.8796  3.6182  -2.2768
H  8.3491  1.6833  -1.4976
H  7.9829  2.4882  0.0360
H  7.0052  1.1025  -0.6705
C  4.8057  6.6529  -3.0032
O  5.9991  6.5130  -3.3841
N  4.2909  6.9518  -1.8011
C  2.8450  6.8770  -1.5681
C  5.2426  6.9326  -0.7073
H  4.0605  6.3921  -3.7705
H  2.6880  7.9130  -1.2678
H  2.5602  6.2326  -0.7364
H  2.3217  6.5298  -2.4590
H  6.2937  6.6915  -0.8655
H  4.9534  7.8405  -0.1779
H  4.8532  6.2251  0.0249
C  3.2257  -2.2792  4.2008
O  2.8984  -1.1087  4.1110
N  4.5557  -2.6234  4.1586
C  5.1761  -3.9922  4.2354
C  5.6527  -1.5269  4.2840
H  2.6320  -3.2062  4.1787
H  4.9127  -4.6928  3.4430
H  5.1538  -4.3932  5.2487
H  6.2474  -3.8318  4.1142
H  5.1605  -0.5544  4.2876
H  6.2917  -1.4736  5.1653
H  6.3727  -1.4852  3.4667
C  3.1679  -2.0023  7.5343
O  4.1048  -2.7147  7.7977
N  1.9776  -2.5383  7.6447
C  1.7014  -3.9006  8.2998
C  0.8589  -1.7707  6.9740
H  3.2210  -0.9222  7.3274
H  0.9576  -3.8930  9.0966
H  2.6834  -4.3506  8.4455
H  1.1856  -4.3506  7.4515
H  0.4815  -2.2056  6.0485
H  -0.0509  -1.7363  7.5732
H  1.2644  -0.7681  6.8383
C  -0.7285  -5.4892  -3.0511
O  -1.4830  -4.6708  -3.6152
N  -0.0958  -5.3242  -1.8589
C  0.2662  -6.6255  -1.1496
C  -0.0268  -4.1263  -1.1208
H  -0.3329  -6.4393  -3.4422
H  1.1731  -6.9007  -1.6880
H  -0.6353  -7.2170  -0.9895
H  0.5937  -6.3019  -0.1616
H  0.9695  -4.0249  -0.6905
H  -0.3472  -3.2503  -1.6848
H  -0.7905  -4.1794  -0.3449
C  3.6267  -8.0565  -2.0696
O  3.0522  -8.6320  -1.1784
N  3.9489  -6.7085  -2.1259
C  4.4778  -6.0398  -3.3064
C  3.6164  -5.8060  -1.0662
H  3.9800  -8.5280  -2.9997
H  4.8512  -6.7006  -4.0886
H  5.4442  -5.6041  -3.0527
H  3.9200  -5.1971  -3.7146
H  3.2507  -6.3460  -0.1929
H  4.4554  -5.2054  -0.7152
H  2.7474  -5.2755  -1.4556
C  -8.2693  4.5927  1.9062
O  -8.7824  3.6004  1.5035
N  -6.9543  4.9583  1.7339
C  -6.5655  6.3803  1.8741
C  -6.0803  4.0913  0.9654
H  -8.7831  5.2455  2.6288
H  -5.6012  6.5330  2.3587
H  -7.3681  6.9707  2.3161
H  -6.4991  6.5387  0.7977
H  -6.2685  4.1122  -0.1080
H  -5.1153  4.5398  1.2015
H  -6.0449  3.0484  1.2806
C  -4.7072  0.9598  -7.5123
O  -4.8316  -0.0997  -8.0587
N  -3.7993  1.0889  -6.4236
C  -3.2140  -0.0596  -5.7284
C  -3.4191  2.3977  -5.8615
H  -5.1139  1.9324  -7.8299
H  -3.6348  -0.8975  -6.2842
H  -3.5249  -0.1008  -4.6845
H  -2.1521  -0.2059  -5.9257
H  -2.4366  2.7639  -6.1591
H  -4.1912  3.1293  -6.0997
H  -3.5587  2.2835  -4.7865

Atomic forces in eV per Å
-1.7 2.5 -1.7
1.6 -2.9 0.1
-1.0 -1.0 -0.8
-0.8 -1.6 2.6
-0.2 -0.7 0.7
0.5 0.7 0.7
0.8 1.1 -1.0
0.4 1.3 -0.8
-0.8 -0.3 0.3
0.4 0.0 -0.1
0.5 0.5 -1.1
0.2 0.6 0.8
-1.9 2.1 -1.4
0.2 -2.9 2.0
-1.2 1.1 -1.1
0.3 -0.9 0.4
1.0 -0.8 1.0
1.2 0.7 -0.6
0.0 0.1 0.1
-0.2 0.1 0.2
0.0 -0.1 0.0
0.1 -0.4 -0.3
-0.1 0.9 -0.4
0.7 0.1 0.3
-0.1 2.3 0.4
0.4 -0.9 0.4
-1.4 -1.2 0.5
2.0 -0.3 -0.5
0.7 1.6 -0.4
0.3 -1.4 0.1
-1.0 0.6 0.1
0.2 -0.4 -0.6
-0.5 0.2 0.4
0.0 -0.1 0.1
0.2 0.0 0.0
-0.6 -0.3 -0.4
-2.6 0.1 2.9
1.8 -0.2 -1.7
-0.1 0.6 -0.9
0.5 -0.7 -0.4
-0.6 -0.2 0.7
0.3 -0.2 0.1
0.3 0.0 0.1
0.4 0.0 -0.4
-0.2 0.4 0.0
0.0 0.0 -0.3
0.0 0.3 -0.1
0.1 -0.2 0.0
-1.2 0.8 0.6
0.1 -0.5 0.3
3.2 0.9 -3.6
1.5 -1.4 1.6
-1.6 0.1 0.9
-0.4 -0.1 0.3
-1.4 0.0 -0.6
0.7 0.7 -0.1
-0.7 -0.1 0.0
-0.2 -0.9 -0.4
0.4 0.4 0.7
-0.2 0.1 0.5
1.0 -1.6 -0.2
-0.9 0.8 -0.9
-0.1 1.5 1.1
-0.2 -0.1 -1.9
-0.3 -0.9 0.1
-0.2 0.5 0.0
-0.3 0.0 0.2
0.8 -0.4 1.3
0.4 0.1 -0.2
-0.5 -0.2 0.5
0.0 -0.2 0.3
0.4 0.4 -0.3
0.3 -0.3 -0.4
-1.6 -1.9 1.9
1.4 1.6 -2.6
-0.5 0.1 0.5
-1.5 -0.6 1.4
0.0 0.4 -0.3
-0.1 0.8 -0.2
-0.6 0.0 0.0
1.2 0.1 0.0
0.6 0.2 0.3
0.9 0.0 -0.3
-0.2 -0.5 -0.1
2.2 0.9 -2.2
-1.5 0.9 1.3
0.6 -3.7 -0.1
-1.3 2.0 0.4
-0.1 -0.4 -0.1
0.3 -0.3 0.1
-0.4 0.9 0.5
0.1 0.2 0.0
0.0 -0.3 -0.2
0.0 -0.1 0.3
-0.1 0.1 0.1
0.0 -0.1 -0.2
-2.0 0.3 1.3
1.7 -0.6 -1.3
-2.0 2.2 -0.7
0.8 -0.9 -0.1
0.1 0.0 0.3
0.5 -0.2 0.4
-0.3 -0.2 0.7
0.2 0.2 -0.4
0.3 -0.2 0.0
0.1 0.0 0.4
0.2 -0.3 -0.9
0.5 0.1 0.2
0.5 1.2 0.6
0.7 -1.7 -1.7
0.5 1.4 -0.8
-1.3 -0.1 -0.1
-1.5 -1.9 1.5
-0.1 0.0 0.0
0.9 -0.2 0.1
0.3 -0.2 1.0
-0.7 0.3 -0.2
-0.1 0.7 0.3
0.2 0.3 -0.3
0.7 0.1 -0.1
-1.9 -0.4 0.2
0.4 -0.4 0.9
2.3 0.0 -2.1
-0.7 0.7 0.7
-1.0 0.9 -0.8
0.0 0.2 0.3
1.0 -0.3 0.2
-0.2 -0.4 0.3
0.4 -1.0 0.0
-0.1 0.2 -0.3
-0.8 0.3 0.8
0.5 0.3 -0.2
-1.3 0.5 1.3
2.0 -1.6 -1.7
-0.6 -0.7 0.5
-0.3 1.5 0.0
0.6 1.2 0.8
-0.3 0.1 0.0
0.0 0.3 0.1
-0.1 -0.2 0.5
-0.2 -0.2 0.2
1.4 0.2 0.1
-0.7 -1.1 -1.4
-0.6 0.0 -0.2
1.3 -2.5 1.3
-1.6 1.3 -1.0
0.0 -0.4 0.8
-0.8 0.2 -1.4
-1.6 -0.2 -0.6
-0.1 0.4 -0.2
0.2 0.1 0.0
0.1 0.3 -0.1
0.9 -0.1 0.8
0.4 0.1 -0.5
0.7 0.3 0.2
0.3 0.4 0.6
0.1 -2.0 0.2
0.1 0.9 -0.3
-0.7 0.0 0.6
0.5 0.9 0.5
0.6 -0.2 -2.0
0.4 0.3 0.0
-0.5 -0.1 0.5
-0.2 0.1 -0.1
0.1 -0.4 -0.1
0.5 0.1 0.3
-0.4 0.1 0.1
-0.5 0.3 0.5
1.4 -1.4 -2.5
-2.1 0.7 1.9
1.9 -2.0 -1.6
1.1 1.0 0.6
-2.3 0.4 2.0
-0.4 0.5 0.1
-1.4 0.0 -0.2
0.4 -0.2 0.0
0.1 0.6 -0.1
-0.4 0.6 -0.7
1.4 0.6 0.3
0.1 -0.7 0.0
2.7 0.1 -1.0
-1.1 -0.5 0.5
2.9 0.5 0.6
0.2 1.1 0.3
-1.6 0.4 -0.4
-0.6 0.4 0.2
-0.6 0.1 0.2
-0.7 -0.3 -0.1
0.0 0.1 -0.3
-0.2 -0.2 -0.2
-0.5 -1.1 0.6
-0.4 -0.6 -0.5
0.9 -0.8 1.0
2.6 0.2 0.1
-4.8 0.4 0.0
0.2 1.7 -2.9
0.4 -0.8 1.3
0.0 -0.2 -0.4
0.6 0.5 0.4
-0.4 -0.1 0.4
0.1 -1.0 0.2
0.7 -0.1 -0.4
0.2 0.2 0.6
-0.4 -0.1 -0.3
-0.3 1.8 -0.1
1.7 -1.5 0.9
-0.3 -1.9 -0.7
0.4 3.0 -0.3
-1.2 0.7 0.8
-0.9 -0.2 -0.7
-0.6 -1.5 0.3
0.5 -0.6 -0.6
0.0 -0.2 0.0
-0.1 0.3 0.1
0.4 -0.1 -0.4
0.2 0.2 0.7
0.5 1.2 -0.8
0.1 0.2 0.1
0.1 -0.9 -0.4
1.7 -0.4 0.2
-1.0 -0.4 0.6
-0.1 -0.4 0.0
-0.9 -0.5 -0.1
0.1 0.4 0.5
-0.7 -0.4 0.1
0.1 -0.3 -0.1
-0.1 0.4 -0.4
0.2 1.0 0.4
1.8 1.6 1.6
-0.7 -1.9 -1.1
-1.6 -0.8 1.1
-0.3 -1.4 -1.5
0.7 0.8 0.4
-0.2 0.5 -0.2
-0.2 -0.2 0.2
0.1 -0.1 0.0
0.4 1.7 0.0
-0.1 0.1 -0.1
0.4 -0.4 -0.5
-0.4 0.2 0.2
3.1 0.0 2.0
-1.1 -0.4 -0.6
-0.3 1.2 -0.3
-1.1 -0.6 -2.0
-1.7 -0.7 0.1
-0.2 -0.1 0.1
-0.3 -0.4 0.4
0.4 0.1 0.0
0.1 0.6 0.5
0.0 -0.2 0.1
0.2 0.2 -0.5
0.7 0.2 0.3